[1]
{"formula": "C6H28NO9", "method": "the ωB97M-V functional and the def2-TZVPD basis", "lumo_energy_ha": 0.1016, "energy_ha": -977.24706, "charge": -1, "multiplicity": 1, "de_lowest_kj_mol": 357.2, "homo_lumo_gap_ev": 4.547, "symbols": ["C", "O", "C", "C", "C", "N", "C", "C", "H", "H", "H", "H", "H", "H", "H", "H", "H", "H", "H", "H", "H", "H", "O", "H", "H", "O", "H", "H", "O", "H", "H", "O", "H", "H", "O", "H", "H", "O", "H", "H", "O", "H", "H", "O"], "coordinates": [[0.28087, -0.15208, 1.25328], [0.15438, -0.59576, 2.63922], [0.76178, 1.28814, 1.13713], [1.10776, 1.66460, -0.30838], [0.08350, 1.47066, -1.40783], [-1.31166, -1.24824, -3.57770], [-0.95431, 0.06215, -3.07826], [-0.39801, 0.20867, -1.81885], [-0.74475, -0.24416, 0.90464], [1.06906, -0.77092, 0.82613], [-0.02551, 1.97014, 1.46319], [1.63164, 1.37698, 1.80189], [1.49396, 2.68352, -0.40765], [2.03134, 1.09114, -0.54631], [-0.19212, 2.35063, -1.97516], [0.51693, 0.05088, 3.25581], [-0.54486, -1.89858, -3.59531], [-2.17618, -1.55471, -3.95905], [-1.32676, 0.83343, -3.74075], [-0.03155, -0.68040, -1.32231], [-1.91015, 0.71318, 3.19213], [-1.65445, 2.10652, 3.78401], [-1.29919, 1.21270, 3.73280], [1.27805, -2.51196, -0.41983], [1.26051, -2.69635, -1.81243], [1.30541, -3.27322, -1.01854], [1.96215, -1.14538, -3.60634], [1.41905, -0.34093, -2.44243], [2.09855, -1.01886, -2.66062], [-2.81293, 2.32017, 1.57579], [-4.00552, 2.96433, 1.43939], [-3.34978, 2.87219, 2.14960], [-1.92581, 1.85598, -0.93896], [-3.21300, 1.23243, -1.57233], [-2.86907, 1.61261, -0.76609], [4.35537, -0.29989, -0.41500], [4.59992, -0.67571, 1.09292], [4.99571, -0.30028, 0.29988], [2.17230, -0.58497, 2.83414], [2.66321, -1.94027, 2.39974], [2.93266, -1.01608, 2.40923], [-4.02483, -2.01598, -0.79721], [-3.48424, -1.92377, 0.55873], [-3.18144, -2.12810, -0.33320]], "forces_ev_per_angstrom": [[-0.058, 0.709, 1.439], [0.599, -0.483, -0.087], [-0.575, 0.197, -0.195], [0.930, -0.535, -0.913], [-0.329, 0.006, 1.800], [1.441, 0.040, 0.346], [-1.352, -1.875, 0.133], [0.624, 1.817, -2.179], [0.357, -0.364, -0.865], [-0.487, -0.308, -0.567], [-0.006, -0.038, 0.332], [0.066, 0.272, -0.121], [-0.271, 0.155, 0.507], [-0.083, -0.162, 0.073], [0.188, 0.011, -0.282], [-0.594, 0.384, -0.227], [-0.424, -0.286, -0.215], [-0.425, 0.105, 0.053], [0.410, 0.609, 0.355], [-0.585, -0.215, 0.311], [-0.098, -0.124, -0.160], [-0.218, -0.073, -0.101], [0.099, 0.604, 0.636], [0.031, -0.535, 0.638], [0.314, -0.783, -0.113], [-0.221, 1.215, -0.403], [0.070, 0.064, 0.010], [0.338, -0.129, -0.212], [-0.164, 0.182, -0.107], [1.133, -0.468, 0.143], [-0.539, 0.604, 0.563], [-0.514, -0.217, -0.950], [0.017, -0.572, -0.056], [0.281, -0.221, -0.221], [-0.377, 0.750, 0.705], [-0.344, -0.171, 0.228], [-0.558, 0.099, -0.209], [0.805, 0.144, -0.046], [0.269, -0.287, -0.359], [0.002, -0.039, -0.048], [0.218, -0.067, 0.331], [0.460, -0.064, -0.382], [0.481, 0.011, 0.252], [-0.910, 0.036, 0.163]], "lowdin_charge": [-0.23, -0.14, -0.19, -0.26, -0.24, -0.04, -0.28, -0.25, 0.12, 0.09, 0.10, 0.11, 0.10, 0.08, 0.07, 0.05, 0.03, 0.02, 0.07, 0.08, 0.04, 0.03, -0.05, 0.00, 0.00, -0.09, 0.05, 0.01, -0.07, 0.00, 0.04, -0.08, 0.00, 0.01, -0.10, 0.02, -0.01, -0.07, 0.01, 0.06, -0.06, 0.03, 0.03, -0.06]}

=====

[2]
{"formula": "C2H8F2N2NiO8", "method": "the ωB97M-V functional and the def2-TZVPD basis", "lumo_energy_ha": [0.1882, 0.1882], "energy_ha": -2500.23283, "charge": -2, "multiplicity": 3, "de_lowest_kj_mol": 174.9, "homo_lumo_gap_ev": [6.852, 6.861], "symbols": ["Ni", "N", "O", "O", "O", "N", "O", "O", "O", "F", "F", "C", "O", "H", "H", "H", "H", "C", "O", "H", "H", "H", "H"], "coordinates": [[-0.60041, -0.64974, -0.69257], [-3.57875, 0.28693, 0.55935], [-4.10711, -0.66368, 1.05414], [-2.58507, 0.14618, -0.13037], [-4.01806, 1.43967, 0.73309], [2.31007, -1.12257, -2.21053], [1.48743, -1.14024, -1.37438], [2.04713, -0.75661, -3.31957], [3.44061, -1.47630, -1.98986], [-1.14025, -2.63492, -0.76392], [-0.82571, -0.30415, -2.81366], [0.08168, -0.46169, 2.53492], [0.51779, -1.13199, 1.29692], [0.91006, 0.10775, 2.95638], [-0.61745, 0.36258, 2.39389], [-0.31651, -1.21657, 3.21293], [1.04991, -1.92920, 1.35090], [1.34498, 1.82933, -0.54401], [0.04228, 1.28361, -0.29101], [1.31175, 2.37154, -1.48900], [1.64828, 2.60805, 0.15578], [2.08226, 1.03571, -0.66522], [-0.48492, 2.01629, 0.03585]], "forces_ev_per_angstrom": [[-0.598, -2.235, -2.893], [-0.208, 1.577, 0.243], [-1.636, -2.311, 1.446], [2.823, 0.107, -1.640], [-0.447, 0.891, 0.225], [1.458, 0.359, -3.601], [-4.277, -0.215, 5.888], [-0.953, 1.384, -3.536], [4.103, -1.465, 1.818], [0.521, 1.372, 0.492], [-0.287, 0.242, 1.862], [1.266, -0.966, -0.758], [-1.416, 2.181, 0.392], [0.525, -0.511, 0.367], [-0.547, -0.703, -0.945], [-0.050, 0.296, 0.171], [-0.196, -0.002, 0.444], [-0.043, 0.251, -1.219], [1.016, 0.745, 0.691], [-0.047, -0.204, -0.363], [-0.061, -0.384, 0.713], [-0.262, -0.020, 0.386], [-0.686, -0.389, -0.184]], "lowdin_charge": [0.74, -0.66, -0.01, -0.07, -0.09, -0.72, -0.06, -0.01, -0.07, -0.60, -0.60, -0.09, -0.15, 0.06, 0.07, 0.08, 0.10, -0.10, -0.15, 0.08, 0.07, 0.08, 0.10]}

=====

> Look up the multiplicity of the first one.

1

=====

> Look up the multiplicity of the second one.

3